(1)
{"formula": "C8H22NSi", "method": "the ωB97M-V functional and the def2-TZVPD basis", "species": ["C", "H", "H", "H", "H", "Si", "C", "H", "N", "C", "H", "H", "H", "H", "H", "H", "H", "H", "H", "H", "C", "C", "H", "H", "H", "H", "H", "H", "C", "C", "H", "C"], "xyz": [[-1.495, 0.443, 1.718], [4.407, 3.036, -2.110], [-0.636, -0.162, -1.883], [-2.945, -1.035, 1.073], [-1.848, -0.293, 3.744], [2.618, 1.428, -1.016], [-1.815, -0.914, 1.253], [-1.357, 0.716, -0.663], [-1.193, -1.290, -0.031], [2.933, 0.841, -2.886], [-2.660, -2.373, -0.825], [3.275, 3.737, -0.819], [-2.434, -0.483, -1.534], [-0.458, 0.608, 1.862], [-1.292, -1.613, 2.043], [-1.900, 1.230, 1.131], [2.074, 1.367, -3.527], [3.878, 1.231, -3.211], [4.627, 2.615, -0.364], [-1.912, 1.519, 3.679], [-2.132, 0.616, 3.148], [-1.744, -2.585, -0.403], [0.551, -2.085, 0.899], [-1.105, -3.089, -1.090], [2.894, -0.184, -2.958], [-3.188, 0.694, 3.036], [0.757, -1.897, -0.798], [0.728, -0.369, 0.258], [0.335, -1.378, 0.117], [3.889, 2.871, -1.123], [-1.965, -3.205, 0.422], [-1.450, -0.303, -1.159]], "lumo_ev": -3.200, "relative_energy_kcal_mol": 41.4, "total_charge": 1, "e_homo_ha": -0.4129, "orbital_gap_ev": 8.04}

(2)
{"formula": "C8H23AgClNO5", "method": "the ωB97M-V functional and the def2-TZVPD basis", "species": ["H", "H", "H", "H", "H", "Ag", "H", "H", "H", "H", "H", "N", "H", "H", "C", "H", "O", "C", "Cl", "H", "H", "C", "O", "H", "O", "C", "C", "H", "C", "O", "H", "C", "C", "H", "H", "O", "H", "H", "H"], "xyz": [[-9.585, 11.885, -11.218], [-4.346, 18.627, -4.045], [-13.439, 17.840, -12.498], [-15.321, 19.681, -12.850], [-16.288, 16.930, -11.808], [-14.889, 16.049, -3.695], [-11.123, 12.949, -8.971], [-14.513, 17.553, -10.192], [-9.810, 13.518, -10.847], [-13.900, 16.296, -11.824], [-16.864, 19.402, -12.147], [-15.293, 18.095, -10.536], [-13.350, 14.668, -13.614], [-7.689, 12.437, -10.204], [-13.220, 15.626, -14.118], [-8.308, 18.949, -5.162], [-10.945, 12.256, -9.611], [-9.789, 12.538, -10.370], [-12.181, 16.328, -6.712], [-14.891, 19.007, -10.702], [-5.258, 20.120, -3.880], [-8.526, 12.582, -9.522], [-14.332, 16.494, -13.773], [-6.193, 18.137, -5.569], [-8.430, 13.882, -8.959], [-6.539, 18.449, -4.584], [-5.314, 19.038, -3.757], [-8.657, 11.777, -8.799], [-14.226, 17.085, -12.503], [-5.602, 18.949, -2.445], [-13.137, 15.482, -15.196], [-15.493, 17.668, -11.917], [-16.058, 18.896, -12.679], [-6.994, 17.544, -4.182], [-6.365, 19.459, -2.162], [-7.556, 19.442, -4.826], [-12.391, 16.156, -13.651], [-9.256, 14.076, -8.510], [-16.378, 18.580, -13.672]], "s2": 0.75, "lumo_ev": [-7.751, -8.046], "relative_energy_kcal_mol": 92.5, "total_charge": 1, "e_homo_ha": [-0.4196, -0.4196], "orbital_gap_ev": [3.67, 3.37], "spin_multiplicity": 2}

(3)
{"formula": "C8H23BrCoN2O3", "method": "the ωB97M-V functional and the def2-TZVPD basis", "species": ["H", "H", "H", "O", "H", "H", "H", "H", "H", "H", "H", "Co", "H", "C", "H", "O", "C", "C", "C", "H", "C", "C", "H", "C", "N", "H", "H", "H", "H", "O", "H", "Br", "H", "H", "N", "H", "C", "H"], "xyz": [[-3.076, 1.411, 3.518], [-3.245, 2.769, 2.503], [-1.525, -3.524, 0.604], [-1.201, -2.666, 0.267], [3.431, 0.018, 0.691], [-0.614, 2.943, 1.985], [-2.971, -0.071, 0.756], [2.528, -2.083, -1.871], [-0.218, 0.540, -2.006], [1.203, -1.785, -4.251], [0.202, -2.405, -1.764], [-0.368, -0.876, 0.418], [-2.430, 1.930, 0.539], [1.907, -1.197, -1.734], [2.157, 1.671, -0.012], [1.958, -0.999, -0.295], [0.279, -1.485, -3.757], [0.448, -1.449, -2.227], [-2.184, 1.406, 1.462], [0.169, -0.531, -4.273], [3.284, -0.919, 0.154], [-3.263, 1.680, 2.478], [-4.273, 1.408, 2.172], [-0.691, 1.863, 1.863], [-0.424, -0.362, -1.600], [1.893, 2.005, 1.710], [4.035, -1.090, -0.617], [1.230, 3.029, 0.396], [3.476, -1.698, 0.892], [0.140, 1.398, 0.806], [-2.316, -0.307, 2.068], [0.827, -1.333, 2.809], [-0.361, 1.512, 2.840], [-0.572, -2.089, -4.072], [-2.049, 0.035, 1.155], [-1.222, -0.447, -2.213], [1.427, 2.008, 0.724], [2.407, -0.308, -2.118]], "s2": 6.01, "lumo_ev": [3.105, 3.003], "total_charge": -1, "e_homo_ha": [0.0183, -0.1786], "orbital_gap_ev": [2.61, 7.86], "spin_multiplicity": 5}